1.
{"formula": "C27H24EuN5O3S3", "method": "wB97M-V/def2-TZVPD", "symbols": ["N", "C", "C", "H", "H", "H", "C", "H", "C", "H", "H", "N", "C", "H", "O", "H", "N", "C", "C", "C", "Eu", "C", "H", "H", "S", "O", "C", "H", "H", "C", "C", "H", "H", "H", "C", "O", "C", "H", "C", "C", "C", "C", "H", "H", "S", "C", "H", "S", "C", "H", "H", "H", "C", "N", "H", "H", "C", "C", "C", "C", "C", "N", "C"], "xyz": [[1.99, -0.14, 2.11], [-1.00, -2.80, -6.05], [0.18, -4.39, -7.45], [3.17, -2.64, 5.24], [5.20, -3.17, 3.95], [-2.73, -4.14, 1.40], [0.83, -2.72, 0.03], [-1.93, -3.07, -6.53], [0.23, -0.71, -3.23], [-1.63, 2.16, -4.45], [-3.75, 5.05, -2.10], [-2.49, -3.20, 1.68], [-0.64, 3.85, 2.88], [-1.24, 0.93, -2.48], [-1.06, 3.95, 1.60], [-2.96, 4.27, -4.34], [-1.89, 1.75, -2.45], [0.71, 1.78, 2.36], [-2.07, 2.53, -3.53], [-1.42, -2.57, 1.17], [0.45, -0.23, 0.23], [4.76, -2.18, 3.85], [-3.39, 3.59, -0.11], [5.55, -1.44, 3.72], [-2.35, 0.92, 0.01], [-1.17, -1.41, 1.51], [-1.07, 4.80, 3.80], [4.43, -1.57, 5.90], [1.29, -3.19, -0.86], [3.87, -1.83, 5.01], [-2.41, 2.06, -1.22], [-1.75, 5.57, 3.47], [-0.98, 5.50, 5.82], [-0.64, 3.21, 1.11], [-3.25, 4.10, -2.19], [0.45, 1.86, 1.10], [1.40, -2.12, -4.81], [-1.11, -3.28, -0.78], [0.22, 2.82, 3.30], [-0.64, 4.75, 5.11], [1.40, -3.04, -5.83], [0.34, -0.04, -2.21], [-0.57, -4.39, 0.49], [2.32, -3.51, -6.15], [3.73, -2.19, 2.33], [0.64, 2.79, 4.63], [1.31, 2.00, 4.94], [2.87, -0.36, 4.54], [-0.58, -3.33, 0.18], [2.31, -1.84, -4.31], [-3.11, -2.70, 2.28], [-1.92, -1.41, -4.71], [-2.78, 3.68, -3.45], [0.15, -5.19, -8.27], [1.42, -3.12, 0.87], [0.56, 3.72, 6.55], [2.77, -0.84, 2.86], [0.20, -1.54, -4.38], [0.22, 3.75, 5.53], [0.20, -3.40, -6.45], [-1.00, -1.87, -5.03], [1.43, 0.85, 2.92], [-3.06, 3.31, -1.09]], "mulliken_charge": [-0.5080, -0.5614, 0.1231, 0.2961, 0.3918, 0.1883, -1.1948, 0.4204, 0.2134, 0.4057, 0.3891, -0.4140, 0.2488, -0.1802, -0.6283, 0.3736, 0.2144, 1.2176, -0.0327, 0.5713, 0.9415, -0.5454, 0.3702, 0.2887, -0.3758, -0.5756, -0.7610, 0.3480, 0.2168, -0.6236, 0.6046, 0.4197, 0.3649, 0.3468, -0.1804, -0.8910, -0.5863, 0.2060, 0.2360, -0.3352, -0.5294, -1.0564, 0.3733, 0.4235, -0.1212, -0.1624, 0.2535, -0.0426, -0.3909, 0.4832, 0.2589, 0.5366, -0.8285, -0.5606, 0.1338, 0.3846, 0.1813, 0.4079, -0.8372, 0.5357, -0.5157, -0.1394, -0.7911], "total_charge": -1, "lumo_ev": [2.293, 2.291], "multiplicity": 8, "e_tot_ev": -93816.230, "de_lowest_ev": 0.0000, "s2": 15.760, "homo_energy_ev": [-2.254, -3.501]}

2.
{"formula": "C27H24F10N5O3OsS", "method": "wB97M-V/def2-TZVPD", "symbols": ["H", "Os", "C", "C", "N", "C", "N", "H", "H", "F", "C", "H", "H", "H", "C", "F", "C", "H", "H", "H", "O", "C", "C", "C", "F", "C", "C", "C", "C", "F", "C", "C", "H", "C", "C", "H", "H", "H", "S", "C", "O", "C", "F", "H", "C", "H", "F", "H", "H", "O", "H", "C", "H", "N", "C", "C", "F", "C", "F", "N", "H", "C", "H", "C", "F", "H", "N", "F", "H", "C", "H"], "xyz": [[3.68, 0.27, 5.54], [0.07, -0.27, 0.60], [3.04, 0.63, 4.75], [2.10, 2.42, 3.45], [1.46, 0.19, 3.06], [2.79, -1.37, 0.18], [0.65, -2.46, 0.15], [2.01, 3.46, 3.17], [-3.33, 0.07, -5.22], [1.36, 2.06, -1.51], [3.12, 3.35, -0.72], [-0.24, -4.03, -0.98], [-1.97, -3.47, 0.58], [-1.13, -0.94, -5.12], [4.66, 2.43, 0.83], [-4.59, 1.61, 2.83], [-3.09, -0.95, 0.68], [2.29, -1.32, 4.18], [-0.26, -2.40, -1.70], [0.83, -4.31, 1.16], [0.74, -0.75, 2.41], [2.43, 2.16, -0.72], [-4.52, 0.61, 1.95], [-1.34, 1.96, -1.96], [-4.35, -2.48, -0.70], [3.96, 1.23, 0.80], [2.94, 2.00, 4.45], [-3.29, 0.10, 1.59], [-5.55, -0.97, 0.55], [5.72, 2.55, 1.64], [4.25, 3.49, 0.07], [-0.90, 1.42, -3.32], [-1.57, 1.75, -5.35], [-1.73, -2.73, -0.20], [0.66, -3.25, 1.39], [0.28, -0.30, -3.33], [-2.64, 2.46, -4.14], [-1.30, 0.17, -1.57], [0.26, 1.90, 1.48], [-0.37, -2.96, -0.77], [-1.58, 3.11, -1.74], [1.98, -2.45, -0.47], [4.93, 4.64, 0.09], [0.01, 1.96, -3.59], [2.81, 1.04, 0.03], [1.86, -2.20, -1.53], [-6.64, -1.52, 0.01], [1.45, -2.89, 2.05], [-1.93, -1.68, -3.72], [-1.48, 0.99, -1.03], [2.97, -1.60, 1.24], [-2.75, 0.26, -4.32], [3.77, -1.32, -0.30], [2.06, -0.14, -0.04], [2.29, -0.25, 4.04], [-5.68, 0.08, 1.42], [4.41, 0.25, 1.62], [-2.01, 1.60, -4.37], [-6.88, 0.56, 1.76], [-0.69, -0.04, -3.23], [2.46, -3.43, -0.39], [-1.61, -0.74, -4.15], [-3.41, 0.22, -3.46], [1.33, 1.48, 2.74], [2.71, 4.36, -1.48], [-2.43, -2.91, -1.01], [-1.81, -1.38, 0.34], [-2.23, 0.61, 2.23], [3.55, 2.72, 4.98], [-4.31, -1.47, 0.19], [-0.28, -3.12, 1.92]], "mulliken_charge": [0.4296, 2.1190, -0.7729, -0.9795, 0.2337, -0.4776, 0.6622, 0.4951, 0.4257, 0.0653, -0.1343, 0.3651, 0.5085, 0.4272, 0.1873, -0.3107, 0.0156, 0.4774, 0.1597, 0.2788, -0.6995, -0.4100, -0.0225, -0.0505, -0.3657, 0.6426, -0.2076, -0.1615, 0.0315, -0.3616, 0.8587, 0.6347, 0.3457, -0.9219, -1.3546, 0.2147, 0.4031, 0.1361, -0.7703, -1.0788, -0.6845, -1.2696, -0.3342, 0.5033, -0.4315, 0.3086, -0.3146, 0.4340, 0.2604, -0.2356, 0.1757, -0.6046, 0.6671, 0.1809, -0.2743, 0.7450, -0.4309, -0.9054, -0.3209, -0.6239, 0.3770, -0.5943, 0.2169, 0.9422, -0.3192, 0.5967, 0.1566, -0.3183, 0.4161, 0.3532, 0.2901], "total_charge": 0, "lumo_ev": [-0.010, 0.006], "multiplicity": 2, "e_tot_ev": -82454.927, "de_lowest_ev": 2.1286, "s2": 0.755, "homo_energy_ev": [-7.100, -7.092]}

3.
{"formula": "C27H24IrN7S2", "method": "wB97M-V/def2-TZVPD", "symbols": ["S", "H", "C", "H", "H", "C", "H", "C", "H", "N", "H", "C", "N", "Ir", "C", "C", "H", "H", "C", "N", "H", "C", "C", "N", "C", "H", "C", "C", "C", "C", "H", "H", "C", "C", "C", "H", "H", "C", "H", "N", "C", "C", "H", "H", "H", "C", "C", "C", "N", "H", "S", "C", "H", "N", "C", "C", "H", "C", "H", "H", "H"], "xyz": [[1.75, -0.30, -4.56], [-0.85, 5.25, -2.44], [-0.43, -1.54, -3.38], [-2.26, 5.97, 1.54], [3.73, -5.17, 0.04], [0.92, -3.61, -0.13], [-0.59, 2.85, -1.92], [2.93, 0.43, -3.57], [-5.08, 0.60, 2.56], [-0.24, 0.93, -0.16], [-3.75, 1.90, 0.93], [-1.76, 3.94, 1.09], [1.75, -2.57, -0.13], [0.82, -0.72, -0.21], [-1.29, -0.01, 2.28], [-2.18, -1.92, -0.34], [-0.35, -2.55, -2.97], [2.11, -0.47, 2.65], [-1.56, 5.75, -0.48], [2.55, 0.33, 0.11], [1.88, 1.28, 2.86], [3.13, 0.74, 1.22], [-1.09, 4.88, -1.46], [1.43, -0.46, -2.08], [-1.89, 5.28, 0.79], [-1.68, 6.80, -0.71], [2.62, 0.26, -2.26], [-3.40, -0.51, 3.29], [-3.27, 1.16, 1.56], [-2.69, -3.18, -0.26], [-2.70, -0.98, -0.41], [3.78, 0.95, -3.98], [-4.02, 0.43, 2.47], [3.03, -3.06, -0.06], [-1.28, 3.06, 0.11], [-2.00, 3.58, 2.08], [3.40, 0.52, 3.33], [-1.10, 1.65, 0.43], [-3.99, -1.07, 4.01], [-0.81, -2.01, -0.30], [3.25, 0.70, -1.03], [-1.90, 0.94, 1.47], [-1.55, -1.44, 3.86], [-0.69, -1.62, -4.43], [-0.20, -0.12, 2.26], [-0.49, -3.30, -0.20], [2.96, -4.42, -0.02], [0.85, -0.81, -3.22], [1.63, -4.75, -0.06], [-3.70, -3.54, -0.26], [4.58, 1.58, 0.92], [4.37, 1.42, -0.77], [5.08, 1.83, -1.47], [-1.61, -4.03, -0.17], [-2.03, -0.73, 3.20], [2.60, 0.51, 2.59], [3.89, -2.42, -0.04], [-0.94, 3.54, -1.16], [-1.23, -1.01, -2.87], [1.27, -5.69, -0.04], [-1.68, -5.04, -0.09]], "nbo_charge": [0.6642, 0.2429, -0.6650, 0.2494, 0.2762, 0.3079, 0.2121, -0.3793, 0.2543, -0.3276, 0.2492, -0.1818, -0.4661, 1.1947, -0.2453, -0.0563, 0.2412, 0.2298, -0.1257, -0.4593, 0.2668, 0.0900, -0.1975, -0.3519, -0.1910, 0.2487, 0.0888, -0.1569, -0.1938, -0.0225, 0.2596, 0.2918, -0.1781, -0.0632, -0.0827, 0.2332, 0.2806, 0.2507, 0.2513, -0.4885, 0.0833, -0.0395, 0.2389, 0.2758, 0.1902, 0.3251, -0.0130, 0.0848, -0.4497, 0.2749, 0.6434, -0.3744, 0.2886, -0.4547, -0.1929, -0.6744, 0.2531, -0.1854, 0.2536, 0.4609, 0.4607], "total_charge": 3, "lumo_ev": [-10.077, -10.290], "multiplicity": 2, "e_tot_ev": -63305.300, "de_lowest_ev": 0.0000, "s2": 0.762, "homo_energy_ev": [-16.615, -16.521]}

4.
{"formula": "C27H24N2O3S", "method": "wB97M-V/def2-TZVPD", "symbols": ["C", "C", "C", "N", "C", "S", "H", "H", "C", "C", "C", "O", "C", "C", "C", "C", "H", "H", "C", "H", "C", "H", "H", "H", "C", "C", "C", "O", "C", "N", "H", "H", "H", "C", "H", "H", "H", "C", "H", "H", "C", "H", "C", "H", "C", "C", "C", "C", "H", "H", "H", "H", "C", "H", "C", "O", "H"], "xyz": [[-4.68, -0.43, 2.60], [3.72, 0.08, 0.51], [5.69, -0.93, -0.37], [-1.78, -1.22, -0.33], [-4.54, -1.72, 2.12], [-2.01, -0.28, -1.73], [-5.41, -0.21, 3.36], [-1.53, -2.93, -1.52], [0.82, 2.60, -1.31], [0.45, 0.87, 1.83], [3.06, -1.18, 0.44], [-3.40, -0.01, -1.88], [0.05, 3.74, -1.20], [3.72, -2.30, -0.03], [0.32, -2.52, -0.48], [1.68, 2.95, 1.89], [0.81, 0.46, -1.52], [5.57, -3.02, -0.81], [5.04, 0.20, 0.10], [-2.29, 1.08, 0.75], [0.80, -2.09, 0.94], [-1.57, -3.22, 0.23], [0.24, -1.56, -2.17], [-1.93, 4.55, -1.16], [0.52, 2.22, 2.12], [-3.60, -2.01, 1.14], [-1.94, 2.42, -1.38], [0.89, -1.69, -1.45], [0.22, 1.36, -1.44], [1.78, -1.05, 0.92], [1.22, -2.96, 1.46], [-3.01, 2.32, -1.42], [0.66, -3.56, -0.67], [1.58, 0.26, 1.28], [5.54, 1.15, 0.15], [-0.45, 0.31, 2.03], [3.71, 2.92, 1.20], [-2.76, -1.01, 0.65], [-5.17, -2.51, 2.48], [-3.54, -3.01, 0.75], [2.76, 1.00, 1.05], [6.72, -0.86, -0.70], [-2.92, 0.29, 1.14], [0.53, 4.70, -1.10], [-1.22, -2.54, -0.54], [-3.87, 0.57, 2.10], [-1.33, 3.66, -1.23], [2.81, 2.35, 1.36], [-0.05, -1.73, 1.52], [3.23, -3.26, -0.09], [-0.34, 2.71, 2.54], [1.90, 2.66, -1.30], [-1.16, 1.29, -1.47], [1.70, 4.01, 2.13], [5.04, -2.16, -0.44], [-1.34, -0.98, -2.80], [-3.97, 1.58, 2.47]], "nbo_charge": [-0.2233, -0.0275, -0.2421, -0.6972, -0.1915, 2.3057, 0.2164, 0.2274, -0.1885, -0.2889, 0.1703, -0.9188, -0.1788, -0.2423, 0.1063, -0.2522, 0.2601, 0.2118, -0.1987, 0.2283, -0.2314, 0.2221, 0.5067, 0.2200, -0.1932, -0.2394, -0.2104, -0.7459, -0.2165, -0.3816, 0.2089, 0.2464, 0.1610, 0.2569, 0.2108, 0.2210, 0.2124, 0.1499, 0.2163, 0.2135, -0.1303, 0.2114, -0.2440, 0.2177, -0.2520, -0.1808, -0.2221, -0.1789, 0.2169, 0.2110, 0.2114, 0.2279, -0.2611, 0.2118, -0.1973, -0.9604, 0.2148], "total_charge": 0, "lumo_ev": 0.553, "e_tot_ev": -48346.781, "de_lowest_ev": 0.3971, "homo_energy_ev": -7.754}

Copy entry 1 word for word.
{"formula": "C27H24EuN5O3S3", "method": "wB97M-V/def2-TZVPD", "symbols": ["N", "C", "C", "H", "H", "H", "C", "H", "C", "H", "H", "N", "C", "H", "O", "H", "N", "C", "C", "C", "Eu", "C", "H", "H", "S", "O", "C", "H", "H", "C", "C", "H", "H", "H", "C", "O", "C", "H", "C", "C", "C", "C", "H", "H", "S", "C", "H", "S", "C", "H", "H", "H", "C", "N", "H", "H", "C", "C", "C", "C", "C", "N", "C"], "xyz": [[1.99, -0.14, 2.11], [-1.00, -2.80, -6.05], [0.18, -4.39, -7.45], [3.17, -2.64, 5.24], [5.20, -3.17, 3.95], [-2.73, -4.14, 1.40], [0.83, -2.72, 0.03], [-1.93, -3.07, -6.53], [0.23, -0.71, -3.23], [-1.63, 2.16, -4.45], [-3.75, 5.05, -2.10], [-2.49, -3.20, 1.68], [-0.64, 3.85, 2.88], [-1.24, 0.93, -2.48], [-1.06, 3.95, 1.60], [-2.96, 4.27, -4.34], [-1.89, 1.75, -2.45], [0.71, 1.78, 2.36], [-2.07, 2.53, -3.53], [-1.42, -2.57, 1.17], [0.45, -0.23, 0.23], [4.76, -2.18, 3.85], [-3.39, 3.59, -0.11], [5.55, -1.44, 3.72], [-2.35, 0.92, 0.01], [-1.17, -1.41, 1.51], [-1.07, 4.80, 3.80], [4.43, -1.57, 5.90], [1.29, -3.19, -0.86], [3.87, -1.83, 5.01], [-2.41, 2.06, -1.22], [-1.75, 5.57, 3.47], [-0.98, 5.50, 5.82], [-0.64, 3.21, 1.11], [-3.25, 4.10, -2.19], [0.45, 1.86, 1.10], [1.40, -2.12, -4.81], [-1.11, -3.28, -0.78], [0.22, 2.82, 3.30], [-0.64, 4.75, 5.11], [1.40, -3.04, -5.83], [0.34, -0.04, -2.21], [-0.57, -4.39, 0.49], [2.32, -3.51, -6.15], [3.73, -2.19, 2.33], [0.64, 2.79, 4.63], [1.31, 2.00, 4.94], [2.87, -0.36, 4.54], [-0.58, -3.33, 0.18], [2.31, -1.84, -4.31], [-3.11, -2.70, 2.28], [-1.92, -1.41, -4.71], [-2.78, 3.68, -3.45], [0.15, -5.19, -8.27], [1.42, -3.12, 0.87], [0.56, 3.72, 6.55], [2.77, -0.84, 2.86], [0.20, -1.54, -4.38], [0.22, 3.75, 5.53], [0.20, -3.40, -6.45], [-1.00, -1.87, -5.03], [1.43, 0.85, 2.92], [-3.06, 3.31, -1.09]], "mulliken_charge": [-0.5080, -0.5614, 0.1231, 0.2961, 0.3918, 0.1883, -1.1948, 0.4204, 0.2134, 0.4057, 0.3891, -0.4140, 0.2488, -0.1802, -0.6283, 0.3736, 0.2144, 1.2176, -0.0327, 0.5713, 0.9415, -0.5454, 0.3702, 0.2887, -0.3758, -0.5756, -0.7610, 0.3480, 0.2168, -0.6236, 0.6046, 0.4197, 0.3649, 0.3468, -0.1804, -0.8910, -0.5863, 0.2060, 0.2360, -0.3352, -0.5294, -1.0564, 0.3733, 0.4235, -0.1212, -0.1624, 0.2535, -0.0426, -0.3909, 0.4832, 0.2589, 0.5366, -0.8285, -0.5606, 0.1338, 0.3846, 0.1813, 0.4079, -0.8372, 0.5357, -0.5157, -0.1394, -0.7911], "total_charge": -1, "lumo_ev": [2.293, 2.291], "multiplicity": 8, "e_tot_ev": -93816.230, "de_lowest_ev": 0.0000, "s2": 15.760, "homo_energy_ev": [-2.254, -3.501]}